Entry from the Open Molecules 2025 dataset: a molecular structure, C29H22BiCl3N9O6S2 at a distorted geometry (the ωB97M-V functional and the def2-TZVPD basis).

```
! RIJCOSX wB97M-V def2-TZVPD def2/J DEFGRID3
* xyz -1 1
Bi -0.4251 -0.0231 0.8280
Cl 2.3402 3.0750 4.6357
Cl -2.3793 1.3601 2.5453
Cl 7.3387 -0.6061 -3.3902
S -3.0748 0.8120 -1.2954
S 0.9648 1.2448 2.6286
O 0.7189 -0.6408 -2.2481
O 1.5703 -0.2404 -0.2109
O -0.6650 1.8777 -0.1738
O -4.2016 0.5130 -2.1449
O -2.0154 3.8359 -1.3544
O -3.3785 1.7096 -0.2027
N -2.1101 -3.5059 3.9022
N 0.2544 3.4272 -5.5316
N -0.5434 1.9011 -1.5664
N 0.8751 -1.9988 2.3563
N -2.4012 -0.4912 -0.6106
N -2.0739 -1.8240 2.4812
N -2.2582 -1.8174 -2.5368
N 0.8601 -3.4384 4.0194
N -1.0533 -2.2900 -0.5458
C -1.4265 4.0333 5.3538
C 5.6902 -0.5761 -2.8437
C 4.0983 -0.8006 -1.0841
C 4.6813 -0.2682 -3.7417
C -2.1082 3.2037 4.4830
C -0.7198 -3.6329 -2.4697
C -0.0421 3.9938 5.3868
C -3.4108 -3.1943 3.6154
C 3.3697 -0.2365 -3.2976
C -1.7433 1.5046 -2.3120
C 0.6283 3.1242 4.5523
C 3.0711 -0.4994 -1.9677
C -1.3219 2.9796 -2.1612
C 1.6386 -0.4572 -1.4747
C -0.7308 3.5853 -3.3433
C -3.3582 -2.1518 2.7316
C -1.6606 -2.8365 -3.1092
C -1.4246 2.3422 3.6373
C -0.8566 1.5020 -4.5676
C -0.3792 2.8458 -4.4243
C -0.4575 -3.2887 -1.1515
C 2.1702 -3.2047 3.7030
C 0.1039 -2.6725 3.1744
C -0.0221 2.2741 3.6363
C -1.5998 0.9077 -3.6115
C 5.4109 -0.8521 -1.5161
C -1.9185 -1.5357 -1.2680
C 2.1493 -2.3129 2.6677
C -1.3285 -2.6450 3.1780
H 0.8059 4.2399 -5.2977
H -1.9385 -3.0238 -4.1440
H -0.6079 4.6564 -3.3231
H -4.1599 -1.6262 2.2545
H -3.1853 3.2173 4.4446
H 4.9241 -0.0553 -4.7716
H 2.9642 -1.8734 2.1313
H -2.2335 3.3453 -0.5401
H -2.1641 0.0046 -3.7803
H 3.8502 -0.9885 -0.0520
H 0.5377 -4.0180 4.7763
H -0.2055 -4.4405 -2.9659
H 0.5197 4.6310 6.0517
H -1.9646 4.7059 6.0033
H 0.7712 2.7553 -6.0814
H 2.5585 -0.0055 -3.9700
H -0.7259 1.0250 -5.5281
H -1.8126 -4.2387 4.5256
H -4.2298 -3.7248 4.0582
H 2.9745 -3.6769 4.2302
H 0.2674 -3.8290 -0.5484
H 6.2109 -1.0947 -0.8332
*
```

LUMO energy	1.675	eV
relative energy (zero: lowest compared OMol25 entry of this formula, charge and spin)	57.4	kcal per mole
highest occupied orbital energy	-4.7	eV
F_max	1.63	eV/A
electronic energy	-121204.50869	eV
HOMO-LUMO gap	6.338	eV

Atom charges from the Löwdin analysis, given in e for atoms 1 to 4: Bi 1.643; Cl 0.649; Cl 0.726; Cl 0.632

Entry from the Open Molecules 2025 dataset: a molecular structure, C29H22BrEuN5O5SSe at a distorted geometry (the ωB97M-V functional and the def2-TZVPD basis).

```
! RIJCOSX wB97M-V def2-TZVPD def2/J DEFGRID3
* xyz -2 8
Eu 2.6828 -0.6917 -0.4192
Br -7.4922 3.5833 2.4707
Se 4.4387 1.0128 1.8503
S 1.1575 -1.1268 -3.7383
O 0.8161 -2.4046 -4.3238
O 4.4271 -1.1986 -1.9947
O 3.6970 0.9744 -1.9944
O 1.3630 -1.2546 -2.2754
O 1.1237 0.6546 0.3478
N -3.0831 0.4885 4.6841
N 0.4938 -1.9784 0.7219
N -2.8197 -0.3746 3.7686
N 2.2439 -0.2285 -4.5048
N 8.3135 -1.4782 1.1461
C -3.8726 1.7781 -5.2751
C 7.0092 0.4890 1.0927
C 0.4034 0.3214 1.3771
C 7.3298 -2.0800 1.8076
C -2.6974 0.9102 -4.9259
C -1.5589 1.0529 -5.7157
C -0.1352 -1.0364 1.4664
C -1.2319 -1.3728 2.3135
C -0.7583 0.7757 3.5086
C -6.4553 2.4479 3.6188
C 5.8937 -0.1533 1.6776
C -4.5671 2.3034 5.1278
C 3.6478 -0.1887 -4.1219
C -1.2007 -3.5671 1.4434
C 8.0947 -0.2439 0.7047
C -1.5535 -0.3638 3.2714
C -0.3204 0.7237 -5.1880
C -0.2955 -0.0532 -3.9886
C -5.3678 0.3477 3.9679
C 0.1810 1.1154 2.5308
C -6.4076 1.0159 3.3767
C 6.0870 -1.5292 2.0227
C -1.4128 -0.2157 -3.2154
C 0.0282 -3.2378 0.7937
C -4.3534 1.0389 4.6452
C -5.6049 3.0314 4.5682
C -2.6327 0.2784 -3.6757
C 3.9729 -0.1530 -2.5680
C -1.8411 -2.5917 2.1941
H 0.6269 0.9583 -5.6285
H -1.6032 -4.6020 1.3866
H 0.5507 -3.9917 0.2741
H -4.7779 1.2105 -5.6836
H 4.0323 0.7681 -4.5885
H -3.8471 2.7225 5.8450
H -5.2442 -0.7526 3.8819
H 8.9667 0.2555 0.2812
H -3.5579 0.1594 -3.1026
H -1.1218 1.5133 4.2255
H 7.5319 -3.0730 2.1669
H -4.2417 2.2840 -4.3955
H -1.6276 1.4108 -6.7398
H -7.1987 0.5302 2.7903
H 0.5642 2.1495 2.5963
H 5.2034 -2.1160 2.4246
H 4.1780 -1.0757 -4.5918
H -5.6804 4.0960 4.7357
H -3.5288 2.6337 -5.9375
H -2.7390 -2.8106 2.7506
H -1.2202 -0.6374 -2.1930
H 6.9920 1.5460 0.9291
*
```

LUMO energy (spin up / spin down)	3.179 / 3.221	eV
highest occupied orbital energy (spin up / spin down)	-1.2 / -1.9	eV
F_max	4.10	eV/A
electronic energy	-213671.21848	eV
HOMO-LUMO gap (spin up / spin down)	4.334 / 5.156	eV

Atom charges from the Löwdin analysis, given in e for atoms 1 to 4: Eu 1.529; Br 0.639; Se 0.423; S 0.595

Entry from the Open Molecules 2025 dataset: a molecular structure, C29H22Cl2N2O9ReS at a distorted geometry (the ωB97M-V functional and the def2-TZVPD basis).

```
! RIJCOSX wB97M-V def2-TZVPD def2/J DEFGRID3
* xyz -2 2
Re 0.0311 -0.1029 -0.4291
Cl -3.4194 -6.6293 1.1739
Cl -0.7195 -2.5082 3.3735
S 2.9940 -1.4568 -1.2705
O -2.7790 -0.9250 -0.9319
O 1.2309 1.4306 3.1848
O 1.8834 -0.4875 -1.5608
O -4.6977 0.1386 -0.3760
O -0.3026 -2.3665 -2.2477
O 1.2151 0.3705 1.2135
O 3.9844 -1.4166 -2.3233
O -0.0492 -1.8432 0.6666
O 2.5087 -2.7558 -0.8713
N -1.4381 0.5563 1.0210
N -0.4970 1.0456 -1.6102
C 3.7597 -0.7519 0.1676
C -0.9553 -3.2894 -1.8417
C -1.2613 -3.6249 -0.4325
C -1.5869 1.4662 -3.7227
C -2.9581 1.6591 3.0395
C -0.2323 3.7807 -1.0158
C -2.0553 2.4017 -4.6414
C -1.9368 3.7642 -4.4076
C -1.3406 4.2155 -3.2377
C 4.6164 1.1707 1.3113
C -2.4210 -5.1949 0.9835
C -0.9841 1.9395 -2.5507
C -1.5798 1.6051 3.1593
C 4.3580 -0.8962 2.4817
C 4.7090 0.4449 2.4978
C -2.7753 0.5596 0.9112
C -0.8066 -2.8864 0.6858
C -2.0035 -4.5003 2.1094
C -1.7270 -0.0065 -3.9598
C -3.5553 1.1363 1.9094
C -0.8536 1.0462 2.1277
C -1.2186 -3.3822 1.9531
C 5.0914 1.1303 3.7812
C 0.6603 0.9574 2.2081
C -3.4899 -0.1440 -0.2747
C -2.0555 -4.7582 -0.2668
C 3.8803 -1.4985 1.3235
C -0.8598 3.3121 -2.2972
C 4.1423 0.5837 0.1549
H 4.8714 2.2256 1.3130
H 4.2315 1.6745 4.1796
H -2.1802 -0.1910 -4.9365
H 4.4095 -1.4698 3.4014
H -2.2931 -4.8244 3.0996
H 5.9012 1.8474 3.6290
H -1.3989 -4.0173 -2.5574
H -0.7595 -0.5066 -3.9093
H 4.0125 1.1642 -0.7495
H -1.2460 5.2792 -3.0455
H -2.3885 -5.2943 -1.1478
H 0.7147 3.2705 -0.8316
H -4.6235 1.1293 1.7496
H -2.3372 -0.4619 -3.1758
H -0.8721 3.5499 -0.1598
H 3.5376 -2.5241 1.3220
H -2.3114 4.4747 -5.1359
H -3.5612 2.0958 3.8280
H -1.0333 1.9752 4.0146
H -2.5264 2.0462 -5.5514
H 5.4106 0.4087 4.5351
H -0.0639 4.8587 -1.0406
*
```

LUMO energy (spin up / spin down)	4.210 / 4.210	eV
relative energy (zero: lowest compared OMol25 entry of this formula, charge and spin)	27.5	kcal per mole
highest occupied orbital energy (spin up / spin down)	-1.1 / -1.3	eV
F_max	1.26	eV/A
electronic energy	-89852.42759	eV
HOMO-LUMO gap (spin up / spin down)	5.274 / 5.539	eV

Atom charges from the Löwdin analysis, given in e for atoms 1 to 4: Re 1.583; Cl 0.580; Cl 0.697; S 0.468

Entry from the Open Molecules 2025 dataset: a molecular structure, C29H22Cl2N6O2TeV at a distorted geometry (the ωB97M-V functional and the def2-TZVPD basis).

```
! RIJCOSX wB97M-V def2-TZVPD def2/J DEFGRID3
* xyz 2 2
Te -0.6145 -0.8976 1.4796
V 0.9674 0.4295 -1.1128
Cl -2.2854 6.9039 -2.4863
Cl -3.5719 6.5946 0.3033
O -0.3749 2.1064 -3.3585
O -0.5308 2.4302 2.4075
N -0.7634 2.0842 0.2073
N 3.7185 1.2153 -4.0688
N -0.1640 2.2112 -1.1219
N 1.9436 0.7333 0.4612
N 2.4085 0.5512 -2.4497
N -0.2843 -0.8071 -1.6199
C 3.8455 0.3226 1.8591
C -1.8996 5.5378 -1.5265
C -0.5010 1.4869 -2.3203
C -3.0900 -3.9805 3.0561
C 0.3640 -2.6066 2.4001
C -1.4963 -2.5772 -2.6358
C -0.5328 -2.1121 -1.7628
C -1.4032 3.3665 0.0150
C -1.5648 -5.0107 4.6004
C -2.0398 -3.2602 2.5068
C -2.2646 4.2721 0.5637
C 3.3774 -0.3940 -2.6472
C 1.3741 1.4301 1.4637
C -2.8494 -4.8566 4.1027
C -0.0122 2.0092 1.4042
C -0.7483 -3.4137 3.0088
C -0.9773 0.0813 -2.3526
C -0.7535 3.5452 -1.2063
C 3.1492 0.1923 0.6751
C -0.9798 4.6064 -2.0401
C 3.2808 1.0700 2.8863
C 2.0306 1.6231 2.6811
C 2.6402 1.5097 -3.3316
C 4.2039 0.0151 -3.6510
C -2.2623 -2.3051 1.3700
C -2.5000 5.3886 -0.2596
C -2.2385 -1.6628 -3.3865
C -1.9479 -0.3146 -3.2727
C -0.5128 -4.2899 4.0568
H -2.7397 4.1694 1.5247
H 0.8959 -3.1760 1.6323
H -1.6538 -3.6359 -2.7485
H -0.5184 4.7569 -3.0016
H -3.0141 -1.9985 -4.0567
H -3.2167 -1.7883 1.4628
H -1.3781 -5.6812 5.4236
H 4.8039 -0.1593 1.9738
H 2.0352 2.3896 -3.4703
H -3.6694 -5.4083 4.5345
H 5.0710 -0.4497 -4.0762
H 3.4153 -1.3113 -2.0859
H 4.0957 1.7696 -4.8271
H -4.0908 -3.8463 2.6714
H 0.0674 -2.7800 -1.1513
H 3.5667 -0.3913 -0.1382
H -2.4604 0.4360 -3.8567
H 1.0813 -2.2806 3.1532
H 0.4862 -4.3957 4.4541
H -2.2415 -2.8341 0.4113
H 1.5269 2.1938 3.4459
H 3.7944 1.1961 3.8253
*
```

LUMO energy (spin up / spin down)	-6.858 / -6.814	eV
highest occupied orbital energy (spin up / spin down)	-13.3 / -12.9	eV
F_max	3.17	eV/A
electronic energy	-101473.36266	eV
HOMO-LUMO gap (spin up / spin down)	6.478 / 6.121	eV

Atom charges from the Löwdin analysis, given in e for atoms 1 to 4: Te 1.576; V 0.840; Cl 0.740; Cl 0.750

Entry from the Open Molecules 2025 dataset: 6 unconnected molecules or ions with the total composition C29H22F15IN2O16 at a distorted geometry (the ωB97M-V functional and the def2-TZVPD basis).

```
! RIJCOSX wB97M-V def2-TZVPD def2/J DEFGRID3
* xyz 0 1
I 1.1512 2.6068 -2.9687
F -1.5222 2.4700 -8.9428
F -3.3588 4.3988 -1.6369
F -2.9324 3.1292 0.0483
F 2.4641 -3.5313 2.5982
F -1.4323 -2.4607 3.8176
F -5.5404 7.3741 -0.2615
F 1.8395 -4.0507 8.3548
F 2.9333 1.5733 -8.9261
F 0.8657 -4.2718 4.6653
F 0.5995 -2.1928 5.2057
F 3.1020 -2.9930 4.5860
F -2.2951 2.5609 -1.9376
F -0.6747 -4.2072 2.7779
F 2.3721 -1.4710 3.2557
F 1.5554 -5.8755 1.7290
O 3.0634 -8.4435 3.4603
O -4.0155 8.0871 1.2481
O 1.8301 -8.1177 1.6273
O -4.6908 6.9596 3.0519
O -3.0884 8.5293 3.2603
O 2.4889 -1.6052 -10.1866
O 1.0181 -3.0315 10.1990
O 0.7192 0.3575 -5.7421
O 4.3912 -2.5885 -9.4858
O 4.0522 -0.3766 -9.1697
O -1.5185 5.5663 -0.2157
O 2.7392 -10.1487 2.0235
O 0.4359 -1.3549 11.5983
O -1.0177 1.7906 -5.5995
O -0.2948 1.1227 -7.6064
O 0.6446 -0.9858 9.3853
N 0.5921 -2.0307 -0.3557
N -0.3039 -0.8219 2.0473
C -1.7533 2.5399 -6.5743
C 2.5685 -9.0235 2.3379
C 0.8098 -3.0144 4.1772
C 0.3282 -2.7098 0.7238
C 0.5425 1.5127 -1.2837
C 0.7125 0.1470 -1.3535
C -0.1097 -2.0997 1.9200
C 1.1384 -1.7755 8.2988
C 3.7120 -1.6285 -9.5990
C 0.8970 -3.1806 8.7976
C 1.5828 -7.0126 2.4717
C -0.1104 1.0244 -6.2556
C -0.1678 3.6328 0.0780
C 3.1624 0.5408 -9.7752
C 2.7653 -7.0455 3.4125
C 0.0464 2.1436 -0.1014
C -0.2172 1.3188 0.9876
C -2.4290 3.5848 -1.1041
C 0.6774 -1.7445 10.5095
C -4.7498 6.9756 0.7677
C -1.1298 4.3511 -0.8627
C 0.4164 -0.6854 -0.2437
C -0.0377 -0.0824 0.9406
C 1.9282 -0.3020 -9.9976
C 2.2194 -2.7289 3.6169
C -0.3734 -2.9480 3.1423
C -1.5655 1.7091 -7.8220
C -3.8529 7.9229 2.5932
C -5.5558 6.5709 1.9797
H 0.6142 -7.1384 2.9586
H 0.7939 4.1388 0.0730
H 3.6157 0.9304 -10.6884
H -1.3096 3.5304 -6.6837
H 0.6059 -1.5479 7.3849
H -2.3073 0.9203 -7.9575
H 2.5396 -6.6632 4.4047
H 3.6166 -6.5034 2.9978
H 1.3523 0.0003 -10.8687
H 1.0993 -0.3051 -2.2532
H 0.4565 -3.7811 0.6960
H -0.5998 3.7708 1.0626
H -0.6877 4.6116 -1.8147
H -0.5883 1.7621 1.8982
H -4.0542 6.2126 0.4124
H 2.2030 -1.5807 8.1596
H -1.1160 6.2928 -0.6955
H -2.7935 2.6401 -6.2764
H -5.7672 5.5058 2.0210
H 1.2805 -0.3061 -9.1206
H -0.0906 -3.5812 8.5619
H -6.4902 7.1306 2.0411
*
```

LUMO energy	-1.215	eV
SMILES	O[C@@H](Cc1cc2nc(C(F)(F)C(F)(F)C(F)(F)F)cnc2cc1I)C(F)(F)F.O=C1OC[C@@H](F)O1.O=C1OC[C@@H](F)O1.O=C1OC[C@@H](F)O1.O=C1OC[C@@H](F)O1.O=C1OC[C@@H](F)O1
highest occupied orbital energy	-9.5	eV
F_max	1.08	eV/A
electronic energy	-115034.36444	eV
HOMO-LUMO gap	8.288	eV

Atom charges from the Löwdin analysis, given in e for atoms 1 to 4: I 1.070; F 0.077; F 0.140; F 0.162

Entry from the Open Molecules 2025 dataset: 2 unconnected molecules or ions with the total composition C29H22F2NOP at a distorted geometry (the ωB97M-V functional and the def2-TZVPD basis).

```
! RIJCOSX wB97M-V def2-TZVPD def2/J DEFGRID3
* xyz 0 1
P -1.7269 1.5056 -1.5754
F 3.3007 -4.0841 -1.5352
F 5.1068 -1.9675 6.0123
O -2.7812 0.4774 -1.2852
N -1.0675 0.9425 2.1247
C 1.7601 -0.9459 4.8863
C 2.2529 0.0205 7.0892
C 2.0645 -4.0662 -0.9275
C 0.8688 -1.1061 3.7845
C -2.5867 3.0695 -2.0564
C -1.5124 0.7174 -4.2623
C 1.1734 -1.7661 2.5963
C -0.5130 1.6236 -0.2975
C 1.1408 -5.0420 -1.3012
C 1.2822 0.8001 -4.2832
C -0.8111 0.3815 -5.4234
C -4.6661 4.2968 -2.3621
C -3.9835 5.3193 -3.0299
C 3.0354 -1.5843 4.9076
C -0.8205 1.1974 0.9916
C 0.2129 -2.0782 1.6317
C -0.1407 -4.9834 -0.7299
C 1.7922 -3.0671 0.0002
C -0.8130 1.1039 -3.1141
C -1.9043 4.0997 -2.7180
C -2.6006 5.2169 -3.1948
C -3.9736 3.1829 -1.8794
C 0.5843 1.1262 -3.1117
C 1.3913 -0.1676 6.0184
C -0.4642 -3.9821 0.1736
C 0.4862 -3.0042 0.5613
C 0.5894 0.4171 -5.4345
C 3.8690 -1.3673 5.9972
C 3.5252 -0.5786 7.0938
H -0.1557 -0.7280 3.8855
H 4.2189 -0.4162 7.9152
H -2.6015 0.6805 -4.2462
H -1.4440 -3.9573 0.6625
H -4.5189 2.3817 -1.3826
H 2.3716 0.8458 -4.2836
H -4.5309 6.1810 -3.4239
H 0.2009 2.4485 -0.4205
H 0.3999 0.2889 6.0117
H 1.1376 0.1373 -6.3378
H 1.3881 -5.7943 -2.0454
H 3.3596 -2.2339 4.0984
H -5.7427 4.3635 -2.2291
H -0.8201 -1.7766 1.8347
H -2.0591 6.0058 -3.7110
H -1.3543 0.0921 -6.3174
H -0.8302 4.0293 -2.8767
H -0.8860 -5.7410 -0.9873
H 2.5640 -2.3623 0.3000
H 2.1860 -2.1660 2.4625
H 1.1128 1.3942 -2.1987
H 1.9331 0.6191 7.9426
*
```

LUMO energy	-3.310	eV
relative energy (zero: lowest compared OMol25 entry of this formula, charge and spin)	0.0	kcal per mole
highest occupied orbital energy	-6.4	eV
F_max	1.93	eV/A
electronic energy	-48688.19254	eV
HOMO-LUMO gap	3.116	eV

Atom charges from the Löwdin analysis, given in e for atoms 1 to 4: P 0.660; F 0.041; F 0.043; O -0.381